The following is a quantum chemistry calculation of a cluster of 3 separate species, C28H52N3O6S3 in total at a distorted geometry, from the OMol25 dataset.

CARTESIAN COORDINATES (ANGSTROEM)
C1 -3.3391 0.1463 -2.2692
O1 -2.0787 -0.4073 -2.5618
C2 -2.0057 -1.0597 -3.8231
C3 -1.8559 -2.5875 -3.6972
C4 -1.9894 -3.0961 -2.2605
C5 -0.6514 -3.1673 -1.5222
N1 -0.5760 -2.2040 -0.4016
C6 -1.4633 -2.4222 0.5856
C7 -1.5197 -1.6230 1.7197
N2 -2.4765 -1.8502 2.7015
C8 -0.5946 -0.5768 1.7980
C9 0.3187 -0.3414 0.7761
C10 1.3020 0.8056 0.9280
C11 0.7593 2.0425 1.6942
C12 1.2228 2.1093 3.1689
C13 0.0414 2.2489 4.1532
N3 0.3103 1.5505 5.4194
C14 -0.1125 2.3262 6.6049
C15 -0.2543 0.2493 5.4039
C16 0.6841 -0.9107 5.5424
O2 -1.4309 0.0484 5.2557
C17 0.3044 -1.1850 -0.3558
C18 1.2490 -0.9463 -1.4935
C19 2.7116 -1.3024 -1.1703
C20 2.8945 -2.6601 -0.4745
S1 4.2608 -2.6296 0.7420
H1 -3.7228 0.7362 -3.1022
H2 -3.2403 0.8083 -1.4154
H3 -4.0865 -0.6134 -2.0232
H4 -1.1269 -0.6574 -4.3293
H5 -2.8600 -0.7970 -4.4421
H6 -2.6520 -3.0534 -4.2689
H7 -0.9310 -2.9664 -4.1069
H8 -2.4069 -4.0983 -2.3057
H9 -2.7049 -2.5019 -1.7025
H10 -0.5524 -4.1521 -1.0741
H11 0.1786 -3.0608 -2.1994
H12 -2.1441 -3.2491 0.4752
H13 -2.2615 -1.3738 3.5741
H14 -2.6360 -2.8347 2.8585
H15 -0.6088 0.0672 2.6569
H16 1.7431 1.0940 -0.0177
H17 2.1340 0.4031 1.5089
H18 1.1452 2.9157 1.1773
H19 -0.3237 2.0476 1.6190
H20 1.8211 1.2451 3.4470
H21 1.8444 2.9833 3.3404
H22 -0.8765 1.8761 3.6949
H23 -0.1400 3.2977 4.3658
H24 -1.0258 2.8837 6.4013
H25 -0.2505 1.6850 7.4677
H26 0.6659 3.0496 6.8234
H27 1.7109 -0.5934 5.6717
H28 0.3644 -1.5218 6.3807
H29 0.6292 -1.5269 4.6457
H30 0.9519 -1.4420 -2.4076
H31 1.2028 0.1168 -1.7171
H32 3.2746 -1.2896 -2.0989
H33 3.1575 -0.5337 -0.5505
H34 3.2221 -3.4174 -1.1764
H35 2.0132 -2.9717 0.0747
H36 3.7210 -1.7862 1.6310
C21 1.6355 8.1146 3.6763
C22 2.9607 8.1318 4.4511
C23 2.8713 7.0514 5.5372
S2 1.7467 5.8026 4.9040
O3 0.5681 5.7629 5.7325
O4 2.4713 4.5857 4.6128
C24 1.3472 6.6466 3.3768
H37 1.6928 8.7019 2.7617
H38 0.8376 8.5310 4.2941
H39 3.7838 7.9046 3.7715
H40 3.1588 9.1078 4.8896
H41 3.8301 6.5828 5.7425
H42 2.4423 7.4359 6.4603
H43 0.3101 6.4447 3.1174
H44 2.0114 6.2593 2.6042
C25 -1.5851 -5.3777 -9.1892
C26 -0.9858 -3.9723 -9.0445
C27 -1.5638 -3.3591 -7.7622
S3 -1.9338 -4.7415 -6.6709
O5 -3.3576 -4.7973 -6.4610
O6 -1.0188 -4.7330 -5.5534
C28 -1.4571 -6.0299 -7.8162
H45 -1.0729 -5.9593 -9.9531
H46 -2.6377 -5.3062 -9.4701
H47 0.1001 -4.0452 -8.9620
H48 -1.2068 -3.3482 -9.9082
H49 -0.8597 -2.6984 -7.2620
H50 -2.4980 -2.8332 -7.9493
H51 -2.1067 -6.8903 -7.6746
H52 -0.4243 -6.2974 -7.5958

Net charge   +1
Energy   -2908.1096 Eh

***

The following is a quantum chemistry calculation of a cluster of 10 separate species, C28H55Cl3O23 in total at a distorted geometry, from the OMol25 dataset.

CARTESIAN COORDINATES (ANGSTROEM)
C1 5.4027 1.3527 1.4379
Cl1 4.6172 -0.1092 1.9997
Cl2 4.9152 2.6635 2.5045
Cl3 5.0466 1.6961 -0.2865
H1 6.4761 1.2310 1.5008
C2 0.0616 -1.5923 3.9473
O1 0.3165 -2.0033 5.2802
C3 -0.3939 -1.5200 6.2776
O2 -0.2610 -1.7919 7.4258
O3 -1.3310 -0.6493 5.8338
C4 -2.2519 -0.1166 6.7833
H2 -0.9743 -1.7374 3.6400
H3 0.7411 -2.1809 3.3350
H4 0.2960 -0.5457 3.7668
H5 -1.8680 0.8703 7.0517
H6 -2.2675 -0.7485 7.6714
H7 -3.2287 -0.0733 6.3091
C5 -2.2551 -1.5176 0.7419
O4 -2.1332 -1.7735 -0.6550
C6 -2.2310 -0.7263 -1.4881
O5 -2.2036 0.4111 -1.1100
O6 -2.3945 -1.1123 -2.7385
C7 -2.5868 -2.4573 -3.0948
H8 -1.8364 -2.3682 1.2744
H9 -3.2845 -1.3230 1.0316
H10 -1.6249 -0.6685 1.0086
H11 -2.6368 -2.5505 -4.1786
H12 -3.5168 -2.8656 -2.6960
H13 -1.7894 -3.1492 -2.8152
C8 4.7185 -1.0819 -2.1871
O7 6.0170 -1.6140 -2.3877
C9 6.3440 -2.1533 -3.5623
O8 7.3031 -2.8475 -3.7043
O9 5.4631 -1.8285 -4.5026
C10 5.8158 -2.1133 -5.8508
H14 3.9472 -1.8141 -2.4269
H15 4.6690 -0.1605 -2.7751
H16 4.6136 -0.8268 -1.1357
H17 6.7002 -1.5270 -6.1106
H18 4.9869 -1.8203 -6.4849
H19 6.1146 -3.1521 -5.9883
C11 -3.5712 2.4291 2.3798
O10 -4.9144 2.2553 2.7866
C12 -5.5327 1.1711 2.3132
O11 -5.0106 0.3412 1.6220
O12 -6.7320 1.1315 2.8640
C13 -7.6596 0.2213 2.2691
H20 -3.1527 3.2595 2.9453
H21 -3.5850 2.6964 1.3208
H22 -2.8857 1.5921 2.5084
H23 -7.8263 0.4266 1.2119
H24 -8.5825 0.3456 2.8255
H25 -7.2740 -0.7951 2.3506
C14 -1.9948 3.6980 -1.7542
O13 -2.5446 3.9624 -3.0298
C15 -3.6721 4.6580 -3.0691
O14 -4.4312 4.8034 -2.1573
O15 -3.8447 5.0899 -4.3058
C16 -5.0995 5.6980 -4.5827
H26 -1.8595 4.5835 -1.1305
H27 -1.0376 3.2258 -1.9662
H28 -2.6139 2.9840 -1.2074
H29 -5.1376 6.6362 -4.0178
H30 -5.9112 5.1001 -4.1686
H31 -5.2046 5.9454 -5.6315
C17 -0.2127 2.8168 5.0635
O16 0.6951 3.2819 6.0542
C18 1.9099 2.7524 6.1096
O17 2.8021 3.2282 6.7318
O18 1.9964 1.6351 5.3861
C19 3.2708 1.0179 5.3407
H32 -0.5064 1.7786 5.2220
H33 0.1847 2.8925 4.0504
H34 -1.0667 3.4860 5.1381
H35 3.6204 0.7071 6.3228
H36 3.9969 1.6908 4.8825
H37 3.2219 0.1945 4.6335
C20 0.6595 -1.1481 -3.7980
O19 0.9143 -1.7336 -5.0597
C21 1.7571 -1.0898 -5.8804
O20 2.3414 -0.0858 -5.6430
O21 1.8113 -1.6966 -7.0534
C22 1.1054 -2.8982 -7.3347
H38 -0.2407 -0.5345 -3.7895
H39 1.4833 -0.5334 -3.4331
H40 0.5431 -1.9118 -3.0327
H41 1.1306 -3.6010 -6.5028
H42 1.5345 -3.3490 -8.2227
H43 0.0600 -2.6304 -7.4997
C23 1.1933 -3.4106 0.7561
C24 1.7407 -3.6026 -0.6198
O22 1.9146 -2.6683 -1.3700
C25 2.0717 -5.0151 -1.0195
H44 0.1369 -3.6992 0.7682
H45 1.2671 -2.3620 1.0393
H46 1.6802 -4.1030 1.4414
H47 1.2185 -5.4255 -1.5780
H48 2.0400 -5.6408 -0.1252
H49 2.9293 -5.2709 -1.6347
C26 1.7452 0.8132 -0.5592
C27 0.6561 0.5907 0.4736
O23 0.7273 -0.2516 1.3431
C28 -0.2738 1.7694 0.6927
H50 1.3068 0.9453 -1.5506
H51 2.4192 -0.0397 -0.5985
H52 2.2884 1.7196 -0.3001
H53 0.2426 2.5815 1.2047
H54 -1.1712 1.4270 1.1990
H55 -0.5641 2.2084 -0.2664

ΔE to the lowest compared entry with this formula, charge and spin   9.3 kcal/mol
SMILES   COC(=O)OC.COC(=O)OC.COC(=O)OC.COC(=O)OC.COC(=O)OC.COC(=O)OC.COC(=O)OC.ClC(Cl)Cl.CC(C)=O.CC(C)=O

***

The following is a quantum chemistry calculation of a cluster of 5 separate species, C28H55F5N3O11 in total at a distorted geometry, from the OMol25 dataset.

CARTESIAN COORDINATES (ANGSTROEM)
C1 -3.4521 1.6175 -1.8670
C2 -2.7887 2.6588 -2.7870
C3 -3.0319 2.2266 -4.2696
C4 -1.2393 2.7908 -2.6153
C5 -0.6692 2.3037 -1.2519
C6 -0.2638 0.8571 -1.2278
C7 0.5854 0.2114 -2.0519
N1 0.7234 -1.1215 -1.6862
N2 1.4844 -2.1402 -2.2850
C8 0.5263 -3.2101 -2.5792
O1 0.3040 -4.1259 -1.8600
F1 -0.1085 -3.1093 -3.7292
C9 2.5218 -2.6472 -1.4354
O2 3.1410 -3.6054 -1.7555
F2 2.8255 -1.9985 -0.3101
C10 -0.0406 -1.2669 -0.6107
N3 -0.6451 -0.1527 -0.3084
C11 -1.5324 -0.0172 0.8534
O3 -2.8948 -0.2284 0.5705
C12 -3.2346 -1.5396 0.4665
F3 -2.8108 -2.2895 1.4757
F4 -4.5623 -1.5907 0.4652
F5 -2.8443 -2.0791 -0.6983
H1 -4.5253 1.5852 -2.1021
H2 -3.3989 1.9390 -0.8151
H3 -2.9895 0.6273 -1.9816
H4 -3.2689 3.6378 -2.6595
H5 -2.7042 1.1818 -4.3828
H6 -4.0956 2.3303 -4.5180
H7 -2.4204 2.8790 -4.9085
H8 -1.0019 3.8637 -2.6762
H9 -0.7250 2.3172 -3.4629
H10 -1.3701 2.5345 -0.4392
H11 0.2150 2.9274 -1.0427
H12 1.1156 0.6502 -2.8897
H13 -0.2528 -2.1077 0.0489
H14 -1.4460 1.0214 1.1906
H15 -1.1242 -0.6392 1.6630
C13 6.6101 1.5146 -1.4877
O4 5.4557 1.2840 -0.6928
C14 5.3479 -0.0651 -0.2588
C15 5.7696 -0.2189 1.1891
O5 7.1575 0.0122 1.3504
C16 7.4449 1.2932 1.8906
H16 6.7249 2.5909 -1.6076
H17 7.5112 1.1178 -1.0160
H18 6.4831 1.0630 -2.4771
H19 5.9309 -0.7294 -0.9044
H20 4.2968 -0.3421 -0.3487
H21 5.5791 -1.2515 1.5021
H22 5.1845 0.4428 1.8358
H23 7.1779 1.3227 2.9517
H24 6.9154 2.0857 1.3562
H25 8.5158 1.4642 1.7962
C17 -6.0546 -4.2041 5.1974
O6 -6.1543 -3.1053 4.3056
C18 -5.5828 -3.3752 3.0342
C19 -6.6489 -3.6763 1.9997
O7 -7.3049 -4.9030 2.2746
C20 -8.5852 -4.7235 2.8606
H26 -6.6821 -3.9920 6.0617
H27 -6.3981 -5.1324 4.7357
H28 -5.0196 -4.3222 5.5362
H29 -4.8619 -4.1971 3.0981
H30 -5.0437 -2.4746 2.7319
H31 -6.1689 -3.7837 1.0212
H32 -7.3676 -2.8540 1.9336
H33 -9.2935 -4.3546 2.1120
H34 -8.5500 -4.0315 3.7052
H35 -8.9295 -5.6927 3.2179
C21 1.2118 5.0037 -4.8391
O8 1.2951 5.2818 -3.4502
C22 2.6319 5.2139 -2.9611
C23 3.2250 6.5951 -2.7723
O9 3.4163 7.2484 -4.0161
C24 2.4211 8.2241 -4.2858
H36 0.2097 5.2690 -5.1753
H37 1.9370 5.5847 -5.4118
H38 1.3712 3.9343 -5.0207
H39 3.2579 4.6113 -3.6257
H40 2.5906 4.7134 -1.9875
H41 4.2114 6.4921 -2.3093
H42 2.6014 7.1977 -2.1053
H43 2.5703 9.1003 -3.6475
H44 1.4140 7.8276 -4.1353
H45 2.5240 8.5295 -5.3258
C25 0.8142 -3.6462 1.8350
O10 0.3460 -2.6085 2.6855
C26 -0.4228 -3.1059 3.7856
C27 0.3893 -3.1209 5.0633
O11 1.4365 -4.0748 4.9958
C28 2.7052 -3.4876 4.7507
H46 1.5435 -3.2148 1.1546
H47 1.2937 -4.4526 2.3913
H48 -0.0219 -4.0522 1.2504
H49 -0.8157 -4.1015 3.5644
H50 -1.2722 -2.4278 3.9149
H51 -0.2642 -3.4187 5.8884
H52 0.7815 -2.1243 5.2876
H53 3.0566 -2.9638 5.6446
H54 2.6744 -2.7930 3.9067
H55 3.4060 -4.2879 4.5184

Net charge   +1
Energy   -2590.6769 Eh

***

The following molecular weight values (in g mol⁻¹) correspond, in order, to the records above: 622.9; 866.1; 704.7.